Record 1
{"formula": "CH3NOS", "method": "wB97M-V/def2-TZVPD", "elements": ["O", "C", "N", "S", "H", "H", "H"], "xyz": [[-1.64, -0.80, 0.01], [-1.30, 0.34, -0.02], [0.01, 0.83, 0.18], [1.32, -0.23, -0.11], [-2.01, 1.13, -0.27], [0.10, 1.72, -0.24], [1.73, -0.56, 1.06]], "charge": 0, "smiles": "O=CNS", "lumo_energy_ev": 0.717, "e_homo_ev": -9.8, "relative_energy_kj_mol": 94.1}


Record 2
{"formula": "CH29NO13", "method": "wB97M-V/def2-TZVPD", "elements": ["N", "C", "O", "H", "H", "H", "H", "H", "H", "H", "O", "H", "H", "O", "H", "H", "O", "H", "H", "O", "H", "H", "O", "H", "H", "O", "H", "H", "O", "H", "H", "O", "H", "H", "O", "H", "H", "O", "H", "H", "O", "H", "H", "O"], "xyz": [[0.05, -1.55, -1.05], [0.48, -0.46, -0.25], [1.89, -0.61, 0.18], [0.29, -1.41, -2.03], [0.17, -2.47, -0.66], [0.24, 0.48, -0.73], [0.05, -0.55, 0.76], [1.43, 4.55, 0.70], [-2.83, -1.15, -0.27], [-2.21, -0.65, -1.51], [-3.01, -0.53, -0.97], [-1.16, -1.49, 2.74], [-2.24, -1.28, 3.73], [-1.73, -0.79, 3.06], [-1.56, 2.02, -2.61], [-1.93, 2.11, -4.11], [-1.24, 1.81, -3.52], [-1.18, 3.40, 2.06], [-1.80, 2.07, 1.51], [-0.98, 2.64, 1.52], [-1.58, 2.64, -0.33], [-2.97, 2.54, -0.92], [-2.12, 2.10, -0.96], [2.21, 0.80, -2.42], [2.41, -0.05, -0.45], [2.37, 1.37, -1.65], [0.66, -3.64, 2.57], [1.35, -4.47, 1.45], [0.62, -4.46, 2.07], [3.41, -2.77, 1.19], [2.90, -2.29, -0.21], [3.21, -3.07, 0.29], [1.76, 2.11, -1.59], [1.39, 3.01, 0.92], [1.84, 3.72, 0.47], [0.93, 0.15, -4.28], [0.13, 0.61, -3.11], [0.82, -0.06, -3.35], [-2.85, 0.15, 1.92], [-3.15, 0.67, 0.44], [-3.14, 0.91, 1.39], [1.81, -1.27, 1.71], [1.41, -1.03, 3.21], [1.59, -1.72, 2.56]], "charge": 0, "lumo_energy_ev": 0.016, "e_homo_ev": -9.8, "relative_energy_kj_mol": 8.4}


Record 3
{"formula": "C47H47AsNOP2Pt", "method": "wB97M-V/def2-TZVPD", "elements": ["Pt", "C", "N", "P", "C", "C", "C", "C", "C", "C", "C", "C", "C", "C", "C", "C", "P", "C", "C", "C", "C", "C", "C", "C", "C", "C", "C", "C", "C", "H", "H", "H", "H", "H", "H", "H", "H", "H", "H", "H", "H", "H", "H", "H", "H", "H", "H", "H", "H", "H", "H", "H", "O", "As", "C", "C", "C", "C", "C", "C", "C", "C", "C", "C", "C", "C", "C", "C", "C", "C", "C", "C", "H", "H", "H", "H", "H", "H", "H", "H", "H", "H", "H", "H", "H", "H", "H", "C", "C", "C", "C", "H", "H", "H", "H", "H", "H", "H", "H", "H"], "xyz": [[-0.31, -0.16, 0.20], [-4.44, 0.20, -1.14], [-3.03, 0.09, -0.71], [-2.15, -1.36, -0.70], [-2.40, -2.25, -2.21], [-1.78, -1.78, -3.38], [-2.04, -2.41, -4.58], [-2.91, -3.49, -4.63], [-3.52, -3.96, -3.48], [-3.27, -3.33, -2.26], [-2.67, -2.33, 0.71], [-2.11, -3.59, 0.93], [-2.39, -4.27, 2.10], [-3.23, -3.71, 3.05], [-3.79, -2.46, 2.84], [-3.51, -1.77, 1.67], [-1.91, 1.36, -0.60], [-1.64, 2.08, -2.22], [-2.64, 2.89, -2.79], [-2.50, 3.36, -4.09], [-1.37, 3.03, -4.82], [-0.38, 2.24, -4.26], [-0.51, 1.77, -2.96], [-2.59, 2.63, 0.46], [-3.41, 2.25, 1.53], [-3.89, 3.21, 2.40], [-3.55, 4.55, 2.21], [-2.74, 4.92, 1.16], [-2.26, 3.97, 0.28], [-4.60, -0.41, -2.03], [-4.66, 1.24, -1.38], [-5.11, -0.12, -0.35], [-1.11, -0.93, -3.34], [-1.56, -2.06, -5.49], [-3.11, -3.98, -5.57], [-4.20, -4.80, -3.52], [-3.76, -3.69, -1.36], [-1.46, -4.04, 0.19], [-1.97, -5.26, 2.27], [-3.46, -4.25, 3.96], [-4.46, -2.03, 3.57], [-3.96, -0.80, 1.50], [-3.51, 3.18, -2.22], [-3.27, 3.98, -4.52], [-1.26, 3.40, -5.83], [0.50, 1.99, -4.84], [0.26, 1.13, -2.53], [-3.67, 1.21, 1.68], [-4.54, 2.93, 3.22], [-3.94, 5.30, 2.89], [-2.48, 5.96, 1.01], [-1.63, 4.27, -0.55], [1.55, 0.15, -0.83], [3.02, -0.18, -0.07], [3.28, -2.02, 0.29], [2.35, -2.91, -0.25], [2.52, -4.27, -0.04], [3.60, -4.73, 0.70], [4.52, -3.84, 1.23], [4.37, -2.48, 1.03], [3.41, 1.02, 1.34], [3.23, 2.38, 1.09], [3.53, 3.29, 2.08], [4.00, 2.85, 3.31], [4.16, 1.50, 3.57], [3.86, 0.57, 2.58], [4.29, 0.26, -1.49], [3.82, 0.57, -2.77], [4.73, 0.85, -3.76], [6.13, 0.85, -3.47], [6.61, 0.56, -2.19], [5.70, 0.27, -1.21], [1.51, -2.55, -0.83], [1.81, -4.97, -0.45], [3.73, -5.79, 0.86], [5.36, -4.20, 1.81], [5.09, -1.79, 1.46], [2.86, 2.72, 0.13], [3.40, 4.35, 1.90], [4.23, 3.57, 4.08], [4.52, 1.17, 4.53], [3.98, -0.49, 2.78], [2.76, 0.56, -2.96], [4.42, 1.09, -4.77], [6.82, 1.09, -4.27], [7.67, 0.57, -2.00], [6.03, 0.06, -0.20], [-0.02, 1.83, 3.08], [-0.62, 0.45, 3.23], [-0.48, -0.07, 4.68], [0.03, -0.57, 2.33], [-0.52, 2.54, 3.74], [-0.10, 2.22, 2.06], [1.04, 1.82, 3.36], [-1.69, 0.48, 3.00], [0.58, -0.12, 4.96], [-0.92, -1.06, 4.80], [-0.97, 0.61, 5.37], [-0.39, -1.57, 2.39], [1.12, -0.58, 2.38]], "charge": 3, "spin_multiplicity": 5, "lumo_energy_ev": [-8.407, -12.393], "s_squared": 6.0297, "e_homo_ev": [-14.5, -16.1], "relative_energy_kj_mol": 0.0}


Record 4
{"formula": "C22H27As2FeI2N4S3", "method": "wB97M-V/def2-TZVPD", "elements": ["Fe", "S", "C", "C", "C", "C", "C", "N", "H", "H", "H", "H", "C", "As", "C", "C", "C", "C", "C", "C", "C", "As", "C", "C", "H", "H", "H", "H", "H", "H", "H", "H", "H", "H", "H", "H", "H", "H", "H", "H", "S", "C", "N", "C", "C", "C", "N", "H", "H", "H", "H", "S", "C", "C", "N", "C", "H", "H", "H", "I", "I"], "xyz": [[0.34, -0.71, -0.05], [-0.34, -2.45, -1.50], [0.80, -1.59, -2.47], [1.20, -1.88, -3.78], [2.18, -1.11, -4.37], [2.76, -0.07, -3.65], [2.32, 0.17, -2.37], [1.36, -0.56, -1.80], [0.73, -2.71, -4.30], [2.50, -1.32, -5.38], [3.54, 0.54, -4.08], [2.74, 0.96, -1.76], [-2.92, -1.87, 1.28], [-1.05, -1.58, 1.71], [-1.23, -0.97, 3.56], [-0.40, -3.39, 2.02], [-1.16, -4.35, 2.68], [-0.66, -5.63, 2.88], [0.61, -5.96, 2.43], [1.38, -5.00, 1.78], [0.88, -3.72, 1.58], [1.91, -2.33, 0.71], [2.96, -3.27, -0.62], [3.30, -2.07, 2.07], [-3.39, -2.55, 1.99], [-2.98, -2.28, 0.27], [-3.42, -0.91, 1.30], [-1.63, -1.78, 4.17], [-1.91, -0.12, 3.60], [-0.26, -0.68, 3.96], [-2.16, -4.11, 3.04], [-1.27, -6.37, 3.38], [1.00, -6.95, 2.57], [2.37, -5.26, 1.43], [3.64, -3.97, -0.14], [3.54, -2.54, -1.18], [2.29, -3.79, -1.30], [3.80, -3.02, 2.24], [2.86, -1.74, 3.01], [4.02, -1.33, 1.72], [-1.65, 0.35, -1.14], [-2.15, 1.96, -1.01], [-3.50, 2.19, -1.10], [-4.05, 3.42, -1.12], [-3.24, 4.51, -1.03], [-1.87, 4.24, -0.90], [-1.34, 3.04, -0.90], [-4.08, 1.36, -1.18], [-5.13, 3.47, -1.22], [-3.63, 5.51, -1.03], [-1.17, 5.07, -0.81], [2.17, 3.26, 0.96], [2.39, 2.21, 2.28], [1.77, 1.03, 2.04], [1.17, 0.93, 0.80], [1.32, 2.04, 0.13], [2.93, 2.51, 3.17], [1.74, 0.19, 2.71], [0.90, 2.19, -0.85], [-1.35, 2.82, 2.80], [-2.56, 5.18, 2.93]], "charge": 1, "lumo_energy_ev": -3.971, "e_homo_ev": -9.9, "relative_energy_kj_mol": 9.2}


Record 5
{"formula": "C36H32N5O3Pd", "method": "wB97M-V/def2-TZVPD", "elements": ["Pd", "O", "C", "C", "C", "C", "C", "C", "C", "O", "N", "N", "C", "C", "C", "C", "C", "C", "C", "O", "H", "H", "H", "H", "H", "H", "H", "H", "H", "H", "C", "C", "C", "C", "C", "C", "C", "N", "C", "N", "C", "C", "C", "C", "C", "C", "C", "N", "C", "C", "C", "C", "C", "C", "C", "H", "H", "H", "H", "H", "H", "H", "H", "H", "H", "H", "H", "H", "H", "H", "H", "H", "H", "H", "H", "H", "H"], "xyz": [[-7.03, 13.03, 16.46], [-7.33, 18.32, 15.32], [-6.62, 18.41, 16.41], [-6.09, 19.66, 16.83], [-5.26, 19.77, 17.98], [-4.81, 18.58, 18.64], [-5.34, 17.35, 18.22], [-6.27, 17.24, 17.16], [-6.86, 15.87, 16.86], [-6.41, 14.90, 17.49], [-7.66, 15.89, 15.82], [-8.11, 14.56, 15.44], [-8.90, 14.51, 14.43], [-9.40, 13.37, 13.74], [-9.85, 13.59, 12.41], [-10.37, 12.53, 11.67], [-10.24, 11.20, 12.20], [-9.71, 11.02, 13.40], [-9.22, 12.06, 14.26], [-8.72, 11.71, 15.37], [-7.74, 17.33, 15.36], [-6.34, 20.56, 16.27], [-4.82, 20.74, 18.21], [-4.03, 18.73, 19.37], [-5.08, 16.45, 18.77], [-9.10, 15.50, 13.96], [-9.70, 14.54, 11.99], [-10.73, 12.79, 10.67], [-10.77, 10.38, 11.72], [-9.56, 10.07, 13.93], [-4.29, 7.46, 19.18], [-3.06, 8.22, 18.72], [-1.89, 7.57, 18.47], [-0.76, 8.22, 18.16], [-0.77, 9.58, 17.84], [-1.99, 10.26, 18.08], [-3.16, 9.60, 18.51], [-4.37, 10.32, 18.67], [-5.00, 11.00, 17.65], [-4.43, 10.88, 16.46], [-4.69, 11.45, 15.21], [-5.49, 12.61, 15.12], [-5.60, 13.15, 13.85], [-5.02, 12.60, 12.72], [-4.22, 11.46, 12.82], [-4.07, 10.90, 14.07], [-3.26, 9.62, 14.14], [-5.96, 11.76, 17.95], [-6.55, 11.87, 19.19], [-7.79, 11.26, 19.46], [-8.34, 11.26, 20.75], [-7.66, 11.98, 21.80], [-6.47, 12.68, 21.55], [-5.96, 12.73, 20.23], [-4.82, 13.64, 19.93], [-4.28, 6.42, 18.82], [-5.27, 7.88, 18.84], [-4.45, 7.44, 20.27], [-1.97, 6.53, 18.70], [0.19, 7.67, 18.25], [0.16, 10.13, 17.55], [-2.11, 11.26, 17.94], [-4.85, 10.30, 19.52], [-3.59, 10.21, 16.41], [-6.14, 14.06, 13.81], [-5.02, 13.19, 11.81], [-3.70, 10.93, 12.05], [-3.23, 9.19, 13.16], [-3.72, 8.87, 14.73], [-2.24, 9.89, 14.50], [-8.27, 10.64, 18.71], [-9.26, 10.75, 20.93], [-8.12, 11.84, 22.76], [-6.10, 13.31, 22.32], [-4.66, 14.36, 20.75], [-5.10, 14.14, 18.98], [-3.84, 13.19, 19.71]], "charge": -1, "spin_multiplicity": 3, "lumo_energy_ev": [2.209, 2.208], "s_squared": 2.0091, "e_homo_ev": [-3.7, -4.2]}


Record 6
{"formula": "C2H7O11P2PtS", "method": "wB97M-V/def2-TZVPD", "elements": ["Pt", "O", "S", "O", "O", "O", "C", "C", "O", "P", "O", "O", "O", "P", "O", "O", "O", "H", "H", "H", "H", "H", "H", "H"], "xyz": [[0.13, -0.05, 0.46], [2.79, 2.80, 0.58], [1.93, 1.66, 0.57], [1.51, 1.22, -0.83], [2.45, 0.43, 1.22], [0.57, 1.90, 1.22], [-0.36, -0.43, -3.08], [-1.33, -1.44, -2.48], [-1.98, -2.12, -3.55], [-2.61, -0.63, -1.45], [-3.56, 0.23, -2.40], [-3.55, -1.81, -1.01], [-2.04, 0.23, -0.37], [-0.58, -2.72, -1.37], [0.70, -3.28, -2.15], [-1.65, -3.76, -1.31], [-0.11, -2.08, -0.09], [-0.91, 0.24, -3.75], [0.37, -0.97, -3.68], [0.15, 0.17, -2.33], [-2.26, -2.98, -3.21], [-3.40, 1.17, -2.24], [-3.04, -2.67, -0.96], [1.51, -2.85, -1.84]], "charge": -1, "spin_multiplicity": 3, "lumo_energy_ev": [2.765, 1.928], "s_squared": 2.0061, "e_homo_ev": [-5.4, -6.5], "relative_energy_kj_mol": 0.0}


Record 7
{"formula": "C4H8N2O2", "method": "wB97M-V/def2-TZVPD", "elements": ["C", "C", "C", "C", "N", "O", "N", "O", "H", "H", "H", "H", "H", "H", "H", "H"], "xyz": [[-0.85, -0.02, 0.40], [-0.81, 1.48, 0.24], [0.57, -1.96, 0.51], [1.00, -0.51, -0.03], [1.14, -0.45, -1.42], [-1.72, -0.68, -0.46], [1.93, 0.03, 0.70], [0.16, -2.60, 1.38], [-1.76, -0.21, -1.30], [-1.06, -0.34, 1.42], [0.34, -0.65, -1.99], [1.73, 0.32, -1.72], [1.72, 0.02, 1.70], [-0.01, 1.90, 0.84], [-1.77, 1.92, 0.53], [-0.61, 1.74, -0.80]], "charge": 0, "lumo_energy_ev": [0.103, 0.106], "e_homo_ev": [-7.8, -7.8], "relative_energy_kj_mol": 458.1}


Record 8
{"formula": "C12H30ClGaINO2P2", "method": "wB97M-V/def2-TZVPD", "elements": ["C", "C", "H", "H", "H", "O", "I", "Ga", "P", "C", "C", "H", "H", "H", "H", "H", "H", "C", "H", "H", "H", "P", "C", "C", "H", "H", "H", "C", "H", "H", "H", "H", "H", "H", "Cl", "C", "N", "C", "C", "C", "O", "H", "H", "H", "H", "H", "H", "H", "H", "H"], "xyz": [[1.38, 0.48, -2.91], [1.06, -0.40, -1.68], [0.97, 0.02, -3.86], [2.48, 0.57, -3.01], [1.01, 1.53, -2.89], [-0.05, -0.80, -1.40], [0.64, 0.46, 1.51], [2.31, 3.20, -0.53], [-0.14, 3.00, -0.67], [-1.63, 1.92, -0.51], [-0.41, 4.27, 0.58], [-1.12, 4.98, 0.17], [-1.27, 4.60, -2.01], [0.55, 4.77, 0.77], [0.39, 4.46, -2.55], [-1.83, 1.67, 0.55], [-0.77, 3.84, 1.51], [-0.48, 3.89, -2.21], [-2.52, 2.44, -0.93], [-0.77, 3.25, -3.04], [-1.48, 0.98, -1.07], [2.49, -0.67, -0.57], [1.97, -2.24, 0.27], [3.70, -1.18, -1.87], [4.11, 0.85, 0.49], [4.49, -0.96, 0.55], [3.30, -0.25, 1.68], [3.74, -0.17, 0.69], [4.29, -0.30, -2.20], [4.41, -1.85, -1.39], [2.85, -2.91, 0.20], [1.04, -2.71, -0.14], [3.32, -1.70, -2.77], [1.80, -1.99, 1.34], [4.33, 4.09, -0.27], [-3.73, -3.37, 2.65], [-2.92, -2.23, 2.30], [-2.90, -1.15, 3.27], [-2.42, -2.06, 1.03], [-2.46, -3.20, 0.03], [-1.88, -0.98, 0.76], [-4.16, -3.21, 3.64], [-3.13, -4.27, 2.76], [-4.50, -3.53, 1.87], [-2.19, -0.40, 2.92], [-3.89, -0.65, 3.35], [-2.61, -1.54, 4.27], [-1.85, -2.91, -0.83], [-2.03, -4.10, 0.48], [-3.47, -3.49, -0.31]], "charge": 2, "lumo_energy_ev": [-9.858, -9.885], "e_homo_ev": [-13.4, -13.4], "relative_energy_kj_mol": 298.6}


Record 9
{"formula": "H10O4", "method": "wB97M-V/def2-TZVPD", "elements": ["O", "H", "H", "H", "O", "H", "H", "H", "O", "H", "H", "H", "O", "H"], "xyz": [[13.46, 21.54, -22.46], [14.01, 21.80, -21.71], [13.56, 20.61, -22.67], [12.54, 21.61, -22.22], [10.76, 17.69, -23.39], [11.70, 17.72, -23.56], [10.62, 16.99, -22.75], [10.47, 18.49, -22.96], [15.88, 17.32, -21.20], [16.01, 18.07, -20.63], [15.34, 17.66, -21.91], [15.24, 16.74, -20.78], [14.13, 18.41, -23.91], [14.34, 17.91, -24.73]], "charge": 2, "lumo_energy_ev": -8.375, "e_homo_ev": -15.3, "relative_energy_kj_mol": 299.4}


Record 10
{"formula": "C5H5BrN2O6S", "method": "wB97M-V/def2-TZVPD", "elements": ["C", "C", "C", "N", "O", "O", "C", "S", "O", "O", "C", "Br", "N", "O", "O", "H", "H", "H", "H", "H"], "xyz": [[0.41, 2.04, -0.35], [0.12, 0.65, -0.17], [-0.32, -0.24, -1.11], [-0.97, 0.07, -2.38], [-0.82, 1.13, -2.89], [-1.57, -0.87, -2.85], [-0.38, -1.70, -0.71], [-0.63, -1.53, 1.19], [0.08, -2.52, 2.05], [-1.99, -1.19, 1.31], [0.33, 0.04, 1.11], [-0.79, 1.34, 2.78], [1.67, -0.09, 1.68], [2.29, -1.02, 1.22], [2.08, 0.82, 2.32], [1.18, 2.47, -0.95], [0.49, 2.53, 0.56], [-0.51, 2.41, -0.81], [-1.24, -2.23, -1.11], [0.56, -2.10, -0.88]], "charge": 0, "smiles": "CC1=C([N+](=O)[O-])CS(=O)(=O)[C@@]1(Br)[N+](=O)[O-]", "lumo_energy_ev": -2.790, "e_homo_ev": -10.8, "relative_energy_kj_mol": 104.5}


Record 11
{"formula": "C12H13BN2O6S", "method": "wB97M-V/def2-TZVPD", "elements": ["C", "O", "B", "O", "C", "C", "N", "C", "C", "N", "C", "S", "O", "O", "H", "H", "H", "H", "H", "H", "H", "H", "H", "O", "C", "C", "C", "C", "O", "C", "C", "H", "H", "H", "H"], "xyz": [[-0.40, 0.27, 2.87], [-1.76, 0.64, 2.61], [-2.42, -0.19, 1.75], [-3.59, -0.76, 2.15], [-1.76, -0.45, 0.31], [-1.31, 0.85, -0.17], [-1.13, 1.94, -0.51], [-2.71, -0.99, -0.76], [-3.39, -2.20, -0.35], [-4.06, -3.09, -0.01], [-2.06, -1.26, -2.12], [-0.79, -2.54, -2.10], [-1.20, -3.51, -3.06], [-0.61, -3.05, -0.77], [0.24, 0.64, 2.09], [-0.33, -0.81, 2.95], [-0.10, 0.71, 3.80], [-3.48, -1.65, 2.48], [-0.87, -1.06, 0.44], [-3.44, -0.22, -0.93], [-1.73, -0.33, -2.58], [-2.82, -1.65, -2.77], [0.33, -1.95, -2.59], [1.47, -0.03, -1.05], [2.31, 0.77, -0.68], [1.98, 2.21, -0.62], [2.88, 3.10, -0.21], [4.24, 2.69, 0.21], [5.06, 3.50, 0.59], [4.57, 1.24, 0.15], [3.67, 0.35, -0.26], [0.98, 2.47, -0.93], [2.66, 4.16, -0.15], [5.56, 0.96, 0.46], [3.88, -0.71, -0.31]], "charge": 0, "smiles": "COB(O)[C@H](C#N)[C@H](C#N)C[SH](=O)=O.O=C1C=CC(=O)C=C1", "lumo_energy_ev": -1.843, "e_homo_ev": -10.6}


| no. | DFT total energy (eV) |
| --- | --- |
| 1 | -15457.8339 |
| 2 | -29616.4889 |
| 3 | -135674.8398 |
| 4 | -233980.6653 |
| 5 | -54923.7629 |
| 6 | -57376.3438 |
| 7 | -11349.3649 |
| 8 | -110075.1480 |
| 9 | -8329.1512 |
| 10 | -101399.5515 |
| 11 | -39430.3642 |